DFT (ωB97M-V with the def2-TZVPD basis set) results for a cluster of 3 separate species, C16H33ClN2OP in total.

Structure (ORCA input):
```
! wB97M-V def2-TZVPD RIJCOSX def2/J DEFGRID3
* xyz 1 1
C 3.4256 -0.5952 0.6182
C 2.8533 0.8364 0.6902
C 1.4765 0.9243 1.3591
P 0.1168 0.3845 0.3197
O 0.1569 -1.2069 0.3757
C 0.3437 0.9817 -1.3600
C -0.8443 0.7575 -2.3031
C -1.4954 0.9831 0.9516
Cl -1.2656 2.6486 1.5395
C -2.1363 0.0926 2.0216
C -2.8517 -1.1285 1.4446
H 2.6572 -1.3588 0.7097
H 4.1663 -0.7348 1.3991
H 3.9430 -0.7349 -0.3321
H 3.5230 1.4464 1.2956
H 2.8667 1.2830 -0.3021
H 1.2570 1.9541 1.6338
H 1.4502 0.3201 2.2709
H -0.3568 -1.6326 -0.3246
H 0.5833 2.0433 -1.2606
H 1.2204 0.4652 -1.7523
H -1.7935 1.1050 -1.9055
H -0.6665 1.3320 -3.2121
H -0.9268 -0.2788 -2.6300
H -2.1776 1.0594 0.1070
H -1.4083 -0.1939 2.7812
H -2.8852 0.7148 2.5130
H -3.6310 -0.8191 0.7491
H -3.3399 -1.6654 2.2572
H -2.1788 -1.8353 0.9632
C 2.7474 -4.5897 5.2731
C 3.0330 -4.5891 3.7759
C 4.1054 -3.5691 3.3734
C 3.6980 -2.2034 3.7074
N 3.3614 -1.1348 3.9678
H 2.3575 -3.6266 5.6052
H 2.0063 -5.3487 5.5204
H 3.6513 -4.8046 5.8448
H 2.1127 -4.3811 3.2259
H 3.3713 -5.5788 3.4671
H 4.2972 -3.6125 2.3002
H 5.0446 -3.7785 3.8871
C -3.5132 4.0997 -3.8603
C -3.2990 4.0582 -5.3688
C -3.8494 2.7819 -6.0163
C -3.1950 1.5858 -5.4827
N -2.6736 0.6530 -5.0652
H -2.9878 3.2809 -3.3637
H -3.1376 5.0346 -3.4452
H -4.5726 4.0231 -3.6103
H -2.2342 4.1451 -5.5918
H -3.7908 4.9150 -5.8299
H -3.6936 2.7999 -7.0949
H -4.9217 2.6919 -5.8369
*
```

Orbital gap: 11.210 eV
Highest occupied orbital energy: -13.85 eV
LUMO level: -2.638 eV

***

DFT (ωB97M-V with the def2-TZVPD basis set) results for a structure of composition C16H33CuN2O13 at a distorted geometry.

Structure (ORCA input):
```
! wB97M-V def2-TZVPD RIJCOSX def2/J DEFGRID3
* xyz -1 2
Cu -1.4098 -1.3328 -3.0064
N 1.2112 0.4455 -1.6286
O 2.4569 0.3078 -1.6514
O 0.7121 1.5619 -1.3844
O 0.4661 -0.5091 -1.9673
C 0.1420 -4.6306 -1.0629
C 0.2549 -4.9427 0.2817
C -0.5429 -4.1920 1.3156
O -0.8469 -4.6506 2.4476
C -1.3342 -3.1206 0.9243
C -1.4175 -2.7542 -0.4704
C -0.7404 -3.6384 -1.5790
O -0.9862 -3.3795 -2.7622
O -1.9958 -1.7846 -0.9423
O 1.0211 -5.8727 0.6041
H 0.7179 -5.1036 -1.8467
H -1.9084 -2.5754 1.6590
C -5.5124 0.5517 1.9436
O -4.1244 0.3672 1.7916
C -3.3550 1.1955 2.6359
C -1.9245 1.2425 2.1764
N -1.3492 -0.1054 2.3335
C 0.1172 -0.1761 2.2683
C 0.8057 0.7415 3.2737
O 1.0064 2.0866 2.9257
C 1.9307 2.3032 1.8689
H -5.8721 -0.0389 2.7869
H -6.0392 0.2887 1.0259
H -5.7891 1.6049 2.0652
H -3.3083 0.8152 3.6637
H -3.7393 2.2226 2.6743
H -1.3659 1.9074 2.8388
H -1.8374 1.6885 1.1785
H -1.8300 -0.6460 1.6268
H 0.4154 0.0431 1.2325
H 0.3768 -1.2325 2.3613
H 1.7695 0.2643 3.5162
H 0.3352 0.7884 4.2584
H 2.9302 2.1272 2.2745
H 1.8054 3.2275 1.3145
H 1.8464 1.5058 1.1265
C -0.8538 4.4095 -0.2909
O -1.4793 3.1902 -0.6698
H -1.5102 5.2794 -0.3804
H -0.6319 4.4173 0.7881
H 0.0941 4.4921 -0.8260
H -0.7491 2.6793 -1.0508
C 2.9850 -3.0489 -2.5979
O 3.8197 -1.9180 -2.4974
H 1.9714 -2.6794 -2.7753
H 3.3169 -3.6983 -3.4160
H 2.9819 -3.7312 -1.7391
H 3.2824 -1.1322 -2.2846
C 5.3125 1.2634 -0.2355
O 4.2610 0.7743 0.5750
H 6.1401 1.4988 0.4431
H 5.7531 0.4133 -0.7713
H 4.9981 2.1385 -0.8038
H 3.5287 0.4928 0.0117
C -1.2363 1.6356 -4.0261
O -0.9168 0.3587 -4.5724
H -0.3148 2.1416 -3.7157
H -1.6083 2.3587 -4.7628
H -1.9174 1.5520 -3.1863
H -0.3195 0.5113 -5.3079
*
```

Orbital gap (alpha / beta): 7.829 / 5.537 eV
Highest occupied orbital energy (alpha / beta): -5.89 / -5.54 eV
Expectation value of S²: 0.78
LUMO level (alpha / beta): 1.944 / -0.007 eV
ΔE to the lowest compared entry with this formula, charge and spin: 27.3 kcal per mole

***

DFT (ωB97M-V with the def2-TZVPD basis set) results for a structure of composition C16H33N3NbO4S2 at a distorted geometry.

Structure (ORCA input):
```
! wB97M-V def2-TZVPD RIJCOSX def2/J DEFGRID3
* xyz -1 1
C -0.6521 1.0786 0.6676
C -2.1413 0.9234 0.3589
O -2.7791 -0.1281 1.0623
C -2.3521 -1.4184 0.6568
C -1.7668 -2.1525 1.8354
O -1.3901 -3.4745 1.5029
Nb 0.2979 -3.8144 0.4412
C 1.7182 -3.9606 2.2310
C 2.7248 -2.8655 2.3395
O 3.4591 -2.9526 3.5948
C 2.1402 -3.9904 -0.8341
C 2.0908 -3.3229 -2.2180
C 1.6269 -1.8655 -2.2032
S 2.8514 -0.7476 -3.0018
C 2.5168 0.7759 -2.1678
S 1.8630 2.0394 -2.9362
N 2.9244 0.8778 -0.8465
C 2.8470 2.0153 -0.0496
C 3.3494 1.6548 1.1550
N 3.7365 0.3287 1.1581
C 3.4648 -0.1036 -0.0389
H -0.0633 0.8812 -0.2199
H -0.3333 0.3989 1.4472
H -0.4348 2.0856 1.0013
H -2.6562 1.8424 0.5788
H -2.2670 0.7394 -0.7101
H -3.1989 -1.9958 0.2925
H -1.6325 -1.3511 -0.1544
H -2.5558 -2.1986 2.5917
H -0.9580 -1.5843 2.2809
H -0.0731 -5.6363 0.4712
H -0.5891 -3.4673 -1.1383
H 0.5813 -1.9981 0.5715
H 1.1356 -3.9625 3.1468
H 2.2141 -4.9220 2.1003
H 3.4659 -2.9202 1.5452
H 2.2606 -1.8881 2.2878
H 3.9453 -2.1297 3.6764
H 3.0524 -3.6743 -0.3343
H 2.2599 -5.0616 -1.0104
H 3.0960 -3.3471 -2.6488
H 1.4726 -3.8760 -2.9113
H 1.4350 -1.4860 -1.2100
H 0.7194 -1.7734 -2.7819
H 2.4578 2.9565 -0.3570
H 3.4396 2.2773 2.0226
H 3.6357 -1.1064 -0.3720
C -3.3129 4.8900 0.2177
O -2.4162 4.0762 0.2794
N -3.8625 5.3238 -0.9336
C -4.9344 6.2953 -0.9612
C -3.3520 4.7854 -2.1846
H -3.7632 5.3478 1.1159
H -5.8199 5.8709 -1.4397
H -4.6273 7.1847 -1.5164
H -5.1931 6.5889 0.0537
H -3.4746 3.7025 -2.2054
H -2.2889 5.0059 -2.2826
H -3.8937 5.2288 -3.0162
*
```

Orbital gap: 6.590 eV
Highest occupied orbital energy: -4.95 eV
LUMO level: 1.642 eV
ΔE to the lowest compared entry with this formula, charge and spin: 0.0 kcal per mole

***

DFT (ωB97M-V with the def2-TZVPD basis set) results for a structure of composition C16H33NO2P2W at a distorted geometry.

Structure (ORCA input):
```
! wB97M-V def2-TZVPD RIJCOSX def2/J DEFGRID3
* xyz 0 3
W -0.0248 0.0236 0.2195
P 2.8394 -0.2244 0.0889
P -2.6730 0.2419 0.3173
N -0.1816 0.8211 -1.4048
H 1.3733 0.9217 0.1320
C 3.4101 -1.7308 -0.7900
H 4.4947 -1.9063 -0.8821
H 3.0188 -1.7209 -1.8152
H 2.9974 -2.6185 -0.2919
C 3.6774 -0.1955 1.7175
H 4.7626 -0.3239 1.7581
H 3.2637 -0.9910 2.3403
H 3.4725 0.7466 2.2243
C 3.3849 1.2025 -0.9275
H 4.4596 1.4094 -1.0418
H 2.9263 2.0922 -0.4842
H 2.9323 1.0938 -1.9220
C -3.6990 -1.0874 -0.4250
H -4.7825 -0.8887 -0.3614
H -3.4714 -2.0351 0.0852
H -3.4243 -1.2036 -1.4834
C -3.2971 0.3173 2.0332
H -4.3846 0.4863 2.0692
H -2.7835 1.1217 2.5759
H -3.0655 -0.6352 2.5293
C -3.2752 1.7885 -0.4707
H -4.3580 1.9597 -0.3432
H -3.0430 1.7645 -1.5456
H -2.7345 2.6439 -0.0400
C -0.0400 1.6531 -2.4500
C 0.0090 1.9611 -4.8264
C 0.0102 1.1008 -3.7463
C 0.0104 3.0509 -2.2226
C 0.0016 3.9023 -3.3071
C 0.0063 3.3487 -4.5984
H -0.0060 1.5528 -5.8377
H -0.0119 0.0221 -3.8225
H -0.0129 3.3972 -1.1906
H -0.0229 4.9753 -3.1380
H 0.0054 4.0226 -5.4516
C -0.6278 -3.4005 1.6574
O -1.0501 -2.5428 0.8687
C 0.3809 -4.3747 1.1230
H 1.0416 -4.7546 1.8892
H 0.9550 -3.9102 0.3370
H -0.0803 -5.2462 0.6455
C -0.8076 -3.2025 3.1483
H -1.7914 -3.5257 3.4651
H -0.7594 -2.1374 3.3162
H -0.0550 -3.7579 3.7022
C 0.2201 0.9705 3.3716
O -0.1021 0.5782 2.0589
H 0.9462 0.2768 3.8022
H -0.6924 0.9748 3.9698
H 0.6581 1.9919 3.3741
*
```

Orbital gap (alpha / beta): 4.767 / 6.403 eV
Highest occupied orbital energy (alpha / beta): -4.30 / -6.07 eV
Expectation value of S²: 2.03
LUMO level (alpha / beta): 0.463 / 0.328 eV
ΔE to the lowest compared entry with this formula, charge and spin: 0.0 kcal per mole